[1]
{"formula": "C81H191N2O6P", "method": "ωB97M-V with the def2-TZVPD basis set", "e_homo_ev": -8.925, "largest_force_ev_per_a": 3.61, "elements": ["H", "H", "C", "H", "H", "O", "C", "H", "C", "H", "H", "H", "H", "P", "H", "H", "H", "H", "C", "C", "C", "C", "H", "H", "H", "H", "C", "H", "H", "H", "C", "H", "H", "C", "H", "C", "H", "C", "H", "H", "H", "H", "C", "C", "H", "H", "H", "C", "C", "H", "H", "H", "C", "C", "H", "H", "H", "H", "H", "C", "H", "H", "H", "C", "H", "H", "H", "H", "H", "H", "H", "C", "C", "H", "H", "C", "H", "H", "C", "C", "C", "C", "H", "H", "H", "H", "H", "H", "H", "C", "C", "H", "C", "H", "H", "O", "H", "H", "H", "O", "H", "H", "C", "H", "C", "H", "H", "H", "H", "H", "H", "H", "H", "H", "C", "H", "H", "H", "H", "H", "H", "H", "H", "H", "H", "C", "H", "C", "H", "C", "H", "N", "H", "C", "H", "H", "H", "H", "H", "C", "C", "C", "H", "H", "C", "H", "H", "C", "H", "C", "C", "H", "H", "C", "H", "H", "H", "H", "H", "H", "H", "O", "H", "H", "H", "H", "H", "H", "H", "H", "C", "C", "H", "C", "H", "C", "C", "H", "C", "H", "C", "H", "H", "H", "C", "H", "H", "H", "H", "C", "H", "H", "H", "C", "C", "C", "C", "C", "C", "H", "C", "C", "C", "H", "H", "H", "H", "H", "H", "H", "C", "H", "H", "H", "H", "C", "H", "H", "C", "H", "C", "H", "H", "H", "H", "H", "C", "H", "H", "O", "C", "H", "H", "H", "H", "H", "H", "C", "H", "C", "C", "C", "H", "H", "H", "C", "C", "H", "H", "H", "H", "H", "C", "H", "C", "H", "H", "H", "C", "H", "H", "H", "H", "C", "H", "H", "H", "N", "H", "C", "H", "H", "H", "H", "H", "H", "H", "H", "C", "O", "H"], "xyz": [[-1.8669, 2.7854, 6.0454], [2.1360, -0.8666, -3.6906], [-2.1050, -6.0023, -2.1592], [-3.7292, 5.2173, 1.8668], [-5.5378, 2.5891, 3.6800], [-6.3036, -0.4255, -3.1500], [5.8832, -2.7613, 0.4605], [-0.8645, 1.9333, 2.4915], [-4.7184, -1.3423, 5.6454], [-3.7041, 1.8722, -3.4246], [-5.0329, -1.5057, 6.6761], [6.0057, -8.2337, -3.9566], [1.0138, -2.2324, 3.5994], [3.6391, 5.4973, 0.1269], [-3.6952, 0.8915, -5.7186], [-0.1875, -0.9267, -7.9976], [1.3535, 5.7657, -2.5997], [1.0451, -6.3676, -1.7677], [-7.3494, 2.7987, 2.6537], [3.9093, -1.9181, -2.9265], [-1.3297, 2.4456, 1.6493], [4.0892, 1.0482, -1.7178], [-2.2860, -0.1393, 5.7273], [-5.7992, 4.0608, 5.6758], [-1.9012, -6.9168, 4.0707], [1.6158, 8.7109, 0.5141], [1.6376, 5.9359, -1.5612], [0.2828, -6.8005, 5.8768], [-1.9861, -1.8887, -0.8949], [-7.9839, 5.0308, 6.1130], [-3.3694, -1.9890, 5.3345], [-0.6734, -2.5899, 5.3832], [1.8933, 5.4206, 7.0439], [-7.8005, 4.9053, 5.0459], [-4.2974, -3.0001, 2.1618], [0.9252, 9.5370, 0.6833], [-2.4313, -5.0940, -4.1064], [3.4542, 4.1309, 6.2733], [-2.7830, -2.7821, 1.3590], [-2.9537, 4.2882, -1.7827], [1.7440, -0.6640, 3.9594], [3.6638, 3.5639, 2.2018], [-1.6153, -5.4730, -3.4911], [-1.9125, -10.7233, -1.4783], [3.4219, 3.2692, -3.1488], [2.1994, 0.1747, -1.3035], [0.5690, -5.7553, 0.5429], [-2.8217, 0.9637, -5.0707], [-0.0168, -5.7648, 4.0057], [-4.7659, 4.2586, -3.4977], [-3.9548, -3.3446, -2.3307], [-1.9851, 1.1526, -5.7434], [-1.5082, 3.5130, 5.3174], [-2.9887, 5.0468, -2.5647], [7.9451, -3.2602, -1.5132], [5.6792, -5.5814, -4.0206], [1.9109, -4.8742, -1.2851], [4.6123, 0.2349, -1.2147], [1.0762, -7.6466, 4.5026], [-6.6739, -1.5206, -2.8167], [2.3100, -1.0121, -9.2566], [-1.3521, -2.3723, -6.4062], [1.0272, 10.3040, -0.0844], [-1.2417, -6.4294, 3.3527], [-0.5817, 4.6479, 6.9274], [5.6078, 7.3667, 1.7017], [5.4972, 3.9442, 3.9438], [-8.5518, -2.5472, -2.8781], [9.4003, -3.8709, 1.0475], [-2.7090, 0.1150, -0.6053], [-3.1903, 4.9540, 5.9584], [-2.8684, -9.6375, -0.9716], [-2.7340, 4.4089, 5.1321], [-3.1661, -7.8251, -2.7168], [4.3662, 0.6121, -7.5799], [9.1797, -3.2151, 0.2053], [-3.3797, -4.7734, 3.5122], [6.2232, -4.8894, -0.1570], [-2.3166, -8.1896, -0.7960], [4.6104, 7.6665, 1.3802], [-2.1459, -1.1883, 5.9879], [-0.8918, -0.3331, -0.0320], [-3.9928, 3.2474, -5.4229], [-1.9001, -3.8330, 3.2006], [-2.5212, 0.0260, -4.6033], [-3.4292, 5.9516, -2.1459], [3.9565, 7.4972, 2.2357], [-7.4135, 2.0130, 0.4876], [-3.4749, -9.9895, -0.1372], [2.0577, -0.9393, -8.1987], [-1.5595, 5.4509, -2.8706], [1.2004, -1.9071, -5.8301], [-3.7793, 4.6206, -3.7867], [2.8013, -1.4454, -7.5830], [4.2546, 4.8285, 6.0270], [4.0334, 7.1202, 0.2403], [3.9953, -1.2850, 2.1779], [3.7785, 1.8275, -1.0219], [-0.8931, -4.0242, -6.7077], [2.8444, 4.9783, 1.2926], [-2.8607, 0.9458, 1.6651], [-1.0945, -1.0711, 3.2268], [2.8002, 1.7469, 2.0363], [0.8994, 5.4197, -0.9475], [-2.8977, 2.1711, -4.0944], [3.3989, -2.2499, -2.0224], [6.3284, -2.0213, 1.1256], [-5.4534, -1.6493, 4.9013], [-4.7271, -0.2565, 5.5504], [-0.3250, 5.3236, 5.3687], [1.6838, -6.1158, 5.1521], [-1.2795, -11.1290, -0.6891], [-0.0630, 7.1612, 1.5297], [-1.1042, 6.0965, -2.1196], [-2.6895, -4.4287, 2.7422], [2.4188, 1.9003, 1.0268], [4.6668, -3.7131, 2.0131], [-2.4348, -11.5669, -1.9295], [1.4602, 1.1126, -7.9824], [1.1720, 3.1433, 5.0272], [-1.3817, -5.3454, 1.3422], [-3.0302, 2.2674, 0.4511], [3.5956, 3.6416, 7.2370], [-1.5558, 6.2609, -3.6000], [-7.6884, 4.3607, -0.1093], [-3.8597, 5.8568, 0.9938], [5.7935, 2.3268, -2.2833], [-6.7571, 4.0124, 0.3374], [-1.5511, 1.4106, -1.1460], [0.7826, -6.6815, 4.9155], [3.5571, 3.2419, 5.6509], [-5.9087, -2.6042, -2.8172], [1.4508, -3.2602, -6.8607], [-0.4474, -0.7569, 4.0458], [3.0588, 0.6883, 2.0613], [4.6603, -7.7183, -5.0122], [-1.3594, -7.9573, -2.6729], [1.1892, -7.3435, 0.1559], [1.1885, 3.0501, 6.7317], [2.7487, 0.4265, -2.2107], [0.6814, -1.5823, -7.9399], [0.7210, -2.4877, -6.6183], [-5.8115, 2.1777, 1.0935], [-4.0670, 5.2034, 0.1464], [3.2366, -6.4693, -1.5874], [-0.2547, 8.4808, 2.7233], [1.1973, 9.9725, 1.6448], [-8.1135, -1.7034, -2.3452], [-0.5381, 2.6374, 0.9250], [6.0783, 3.2363, 3.3528], [3.5947, 1.2230, -8.0485], [-3.2544, -3.0330, 5.6261], [-6.3668, 4.8798, 0.8697], [1.8307, -5.9512, -1.1372], [-0.4424, -3.4447, -5.1369], [3.8918, -2.6974, -3.6883], [2.3899, 0.4081, -6.5556], [0.0209, -1.0896, 6.0886], [-1.1857, -10.3502, -2.1998], [6.4847, 3.8383, 2.5400], [1.9672, 5.3845, 5.2160], [2.8857, 5.3595, -1.3145], [5.5294, 1.0558, -3.3948], [-0.7331, 8.6760, -0.2265], [1.0476, -0.8432, 2.3797], [1.9839, 1.8536, 2.7506], [3.8414, -6.5005, -0.6811], [-3.0504, -5.6133, -1.7813], [-1.7866, 3.3908, 1.9423], [1.1076, -2.1273, -0.9628], [2.3020, 0.5125, -7.6370], [-1.9986, -5.6809, 2.1759], [3.8215, -4.7083, -2.6417], [-3.4503, -3.5496, 1.7511], [-3.8201, -3.9986, 0.8294], [3.8132, -5.7713, -2.8826], [5.0788, -7.6624, -4.0073], [-2.7626, -6.3307, 1.7493], [4.5891, -3.0940, 1.1194], [1.7276, 7.0005, -1.3452], [-2.0932, 7.4274, 1.9983], [0.0609, -3.0770, -1.9939], [2.2370, -6.2266, 0.9877], [-4.3050, -3.0437, -4.0444], [-0.7257, -1.5014, 5.4095], [3.6150, -0.0714, -4.1156], [-2.9403, -7.6668, -0.0709], [-0.8319, -4.7218, -3.3904], [8.4517, -4.8365, -0.9138], [3.7094, -1.8476, 1.2892], [-7.3538, 5.8392, 4.7048], [2.6488, -2.0815, 1.1966], [-3.7101, -9.5647, -1.6604], [-0.6003, -3.1243, -6.1667], [-0.9972, -1.4664, -1.0731], [-2.2496, -7.5466, -2.1965], [-6.2599, 3.4031, 3.6148], [4.2088, 2.7596, -3.7050], [-3.2011, 3.5058, -4.7196], [4.9518, -1.6654, -2.7329], [1.0620, 3.7631, 5.9171], [1.4630, -6.2906, 0.2230], [-0.4995, 9.0512, 0.7698], [3.0800, -7.5223, -1.8214], [0.6287, -5.4820, 3.1742], [3.6948, 2.2552, -7.7127], [-6.2682, -3.4860, -2.4806], [5.8491, -6.2647, -2.4138], [-2.3067, 3.9585, -5.1475], [6.5184, 4.6944, -1.6916], [5.2427, -6.2925, -3.3191], [-8.7304, -0.8213, -2.5171], [4.6057, 8.7459, 1.2286], [2.0438, 1.1527, -2.6154], [3.6757, 2.2438, -4.5037], [8.0875, -3.8548, -0.6108], [6.8091, 2.6353, 3.8940], [4.3704, -8.3376, -3.5273], [6.7597, -4.0190, 0.2208], [4.8727, 3.4874, -4.1716], [5.8844, 5.4099, -1.1679], [-0.2873, -4.9014, 4.6136], [-1.0803, -0.7579, 0.9540], [4.0090, -3.6882, 0.4134], [5.3681, 6.0860, -1.8493], [-2.7172, 8.3081, 2.1504], [4.9935, 1.7897, -2.7929], [10.1158, -3.0430, -0.3259], [-3.5011, 3.7829, 4.6763], [5.3338, 0.9662, 2.9304], [0.0937, -2.5153, -1.0604], [0.4152, -2.2825, -8.7317], [-7.0830, 2.9357, 5.5359], [5.8286, -2.2479, -0.4995], [-2.7472, 7.3507, -0.0425], [-1.4262, -5.6210, -1.3963], [-1.8250, 5.9461, 0.3701], [3.1227, -0.6093, -3.3055], [-1.1411, 9.9235, 0.8948], [-2.3498, 1.5576, 0.9215], [-1.8754, 0.7620, -0.3322], [-2.5763, 6.6330, 0.7599], [8.9157, -2.2440, 0.6241], [-1.2216, -6.2924, -4.0924], [-0.9917, -1.0776, -2.0914], [-6.7927, 2.6518, 1.1158], [-0.3512, 4.3714, 5.8986], [-2.1887, 6.6977, 2.8024], [-0.8518, 4.7010, -3.2243], [3.7339, 1.1720, -9.1283], [-3.8752, 5.4503, -4.4871], [-2.4471, 5.1944, 4.4330], [-0.6805, 8.0039, 1.8405], [7.1285, -4.3884, 1.1777], [-4.4787, -2.6908, -3.0279], [3.8953, -1.1659, 0.4592], [-7.7210, 1.8340, 2.9993], [-1.9920, 2.1554, -3.4882], [-6.6367, 3.7928, 5.0316], [-0.0069, -3.2501, -0.2615], [-8.6992, 4.6158, 4.5012], [-0.8667, -7.3071, 2.8264], [-6.0455, 3.9746, -0.4873], [2.0929, 4.8331, 6.1478], [-5.8134, 4.3061, 3.1984], [-4.7053, 6.5296, 1.1360], [-8.0508, -1.9178, -1.2784], [3.9118, 2.5895, 2.2972], [3.2019, -5.8405, -3.7824], [5.0815, 2.1896, 2.7609], [-3.2846, -1.8514, 4.2565], [-1.2782, -8.2205, -0.4658], [-0.5895, 0.3232, 4.0820], [0.1274, 0.0381, 0.0754], [-4.0348, -1.6973, -2.9633], [-1.2883, 2.9455, 4.4131], [-8.1102, 3.5789, 2.6778], [-2.2397, -1.4241, 7.0479], [0.9393, -1.1603, 3.4170], [5.0911, 4.8197, -0.1855], [6.5986, 6.0421, -0.6403]]}

***

[2]
{"formula": "C32H31Br2N2O2PPtS", "method": "ωB97M-V with the def2-TZVPD basis set", "e_homo_ev": -13.659, "charge": 2, "de_lowest_kj_mol": 0.0, "largest_force_ev_per_a": 0.93, "elements": ["C", "C", "H", "C", "P", "C", "H", "H", "H", "S", "C", "H", "C", "H", "H", "C", "N", "C", "C", "Pt", "C", "C", "C", "H", "H", "H", "H", "H", "C", "H", "H", "C", "H", "C", "H", "C", "C", "C", "N", "H", "C", "H", "H", "O", "H", "C", "C", "C", "H", "H", "H", "C", "C", "H", "C", "H", "H", "H", "H", "C", "Br", "C", "C", "H", "Br", "O", "H", "C", "H", "C", "C", "C"], "xyz": [[-3.0976, 0.2733, -1.3968], [6.7881, 1.5395, -1.4514], [0.2680, -1.7246, -1.7269], [3.3284, 1.9115, 2.3053], [2.8796, 1.5148, -0.4838], [1.6338, 3.8608, 0.3420], [5.5526, 2.4822, 0.0186], [7.6944, 2.0085, -1.0937], [-0.8909, 3.6667, -3.1457], [-1.6375, 1.3359, -1.4195], [-0.8501, -1.2314, 2.5446], [-3.6366, 0.5167, -3.4926], [-1.4206, 3.9513, -2.2367], [-3.9255, 0.8462, -0.9762], [-1.9324, 4.8943, -2.4245], [2.9563, 1.0324, 1.2628], [-0.2650, -1.5439, 0.2442], [3.1390, 0.1007, 3.8909], [2.9490, 5.4361, -1.5316], [0.6051, 0.5188, 0.7647], [5.5831, 1.8036, -0.8265], [-1.2456, -1.7403, 3.7663], [6.8328, 0.6738, -2.5396], [3.7280, 2.1181, 4.3843], [-3.1259, 2.6625, -2.6499], [-2.5697, -0.8526, -3.1764], [-2.8353, -0.5134, -0.6871], [1.1385, 3.2250, 1.0653], [5.6771, 0.0650, -3.0059], [3.4596, 6.0519, -2.2594], [3.5385, 2.9503, 2.0856], [-1.1288, -3.2686, -1.1427], [3.2327, -0.2495, 4.9108], [3.4220, 1.4478, 3.5919], [-1.1621, -3.7514, -2.1090], [-0.6269, 0.3297, 4.8008], [-1.8158, -3.1027, 1.1548], [1.3889, 5.2202, 0.2920], [-0.3217, 0.0146, 2.4588], [-2.4200, -3.4512, 1.9796], [-2.4331, 2.8951, -1.8380], [5.7193, -0.6068, -3.8521], [0.1820, 1.7625, 3.4159], [1.6992, 0.6505, -0.9690], [2.6128, -1.8197, 3.1198], [2.6990, -0.3280, 1.5608], [2.5554, 3.2771, -0.5388], [4.4203, 1.1902, -1.2972], [-0.6911, 4.1161, -1.4456], [7.7785, 0.4748, -3.0256], [3.5571, -0.1523, -2.7410], [2.7875, -0.7751, 2.8967], [4.4639, 0.3196, -2.3834], [-3.0111, 3.1653, -0.9516], [-3.4062, -0.2763, -2.7805], [-1.6376, -2.7441, 3.8351], [-0.5370, 0.9777, 5.6604], [2.6304, -1.0646, 0.7682], [1.8599, 7.0718, -0.6837], [3.2097, 4.0749, -1.4775], [-1.6424, -1.6422, 6.5665], [-1.1283, -0.9579, 4.9090], [-0.9801, -2.0057, 1.2789], [0.6887, 5.6717, 0.9825], [-3.0008, -5.2238, -0.2996], [-1.2579, 1.4795, 0.0647], [-4.2779, -0.9270, -2.7286], [-0.2278, 0.7714, 3.5575], [3.9268, 3.6407, -2.1625], [-0.3364, -2.1527, -0.9349], [2.0481, 6.0069, -0.6465], [-1.8829, -3.7415, -0.0788]]}

***

[3]
{"formula": "C9H13NOP", "method": "ωB97M-V with the def2-TZVPD basis set", "e_homo_ev": -13.199, "charge": 1, "de_lowest_kj_mol": 387.4, "largest_force_ev_per_a": 5.56, "elements": ["P", "C", "H", "H", "C", "C", "H", "C", "C", "H", "H", "C", "H", "H", "H", "H", "H", "H", "C", "C", "H", "O", "H", "C", "N"], "xyz": [[2.7438, 1.7513, 1.4211], [-0.1804, -0.5417, 1.3404], [1.3794, -2.0192, -0.0966], [1.1008, -0.1753, -4.5233], [-1.8468, 0.3766, -0.2683], [0.1346, -0.7662, -1.1258], [-0.3083, -0.6756, -2.1759], [1.4091, -1.3324, -1.0073], [-0.5837, -0.3133, -0.0354], [-3.2771, 1.6154, 0.8720], [-2.4012, 1.0493, 3.1525], [2.6864, 0.6443, 0.3506], [1.7468, -0.0561, -4.3721], [1.6584, -1.9448, -1.8476], [3.4451, -0.7291, -1.0707], [2.4688, 0.6085, -1.6550], [0.6355, -1.2110, 1.5326], [-1.4628, 1.9486, 2.0516], [-1.9255, 0.9799, 2.2560], [2.5587, -0.1946, -0.8937], [-0.7223, -0.3287, 3.2056], [-2.2437, 0.6987, -1.3708], [-3.4897, -0.0711, 1.0264], [-2.6829, 0.6765, 0.9466], [-0.8431, 0.0101, 2.2873]]}

***

[4]
{"formula": "C3F9O9S3Sn", "method": "ωB97M-V with the def2-TZVPD basis set", "e_homo_ev": -5.776, "charge": -1, "de_lowest_kj_mol": 0.0, "largest_force_ev_per_a": 5.82, "elements": ["O", "C", "F", "F", "F", "C", "F", "F", "S", "Sn", "O", "O", "S", "F", "O", "C", "S", "F", "O", "F", "O", "O", "F", "O", "O"], "xyz": [[-0.7326, -0.1238, -1.7104], [-2.8118, 1.5558, 2.4021], [1.1494, 0.3758, -4.6616], [1.7437, -4.3324, 1.1823], [0.5121, 2.4336, -4.4863], [0.1849, 1.1666, -4.2044], [1.0273, -2.9565, 2.6221], [-0.9458, 0.7896, -4.8022], [1.6911, -1.7975, 0.3560], [2.5508, 2.3431, 0.7936], [0.2352, -1.8335, -0.0161], [2.5090, -2.0721, -0.8061], [-0.2192, 1.1308, -2.2791], [-2.5852, 2.8139, 2.3300], [2.0340, -0.5234, 1.0267], [1.9598, -3.1302, 1.7235], [-1.3062, 0.4416, 1.8499], [-3.2779, 1.2153, 3.6373], [-1.1895, 2.2041, -2.2039], [3.1786, -3.0516, 2.2058], [1.0243, 1.5487, -1.6105], [-1.7449, -0.2279, 0.6251], [-3.7503, 1.2275, 1.4779], [-0.1233, 1.2925, 1.5993], [-1.1136, -0.4900, 2.9488]]}

***

[5]
{"formula": "C11H14ClN3O4S3", "method": "ωB97M-V with the def2-TZVPD basis set", "e_homo_ev": -9.040, "smiles": "C=CCSC[C@H]1Nc2cc(Cl)c(S(N)(=O)=O)cc2S(=O)(=O)N1", "largest_force_ev_per_a": 1.22, "elements": ["S", "H", "H", "Cl", "C", "S", "H", "C", "C", "C", "H", "N", "C", "O", "C", "C", "H", "C", "C", "C", "H", "S", "N", "O", "H", "H", "H", "C", "H", "H", "O", "N", "H", "O", "H", "H"], "xyz": [[1.0704, 3.6441, -1.8671], [-2.3323, -3.4764, 4.6178], [0.5051, -5.3975, 3.4655], [-2.0323, 3.0796, -2.0786], [-0.7408, -0.3777, -0.5608], [1.6683, -1.3097, 0.3968], [0.0766, -3.1639, -0.4909], [-1.4142, -3.6859, 0.9828], [1.1542, 1.1151, -0.7846], [0.6259, -0.1016, -0.4107], [0.7637, 4.7345, 0.0948], [0.4410, 4.7986, -0.8544], [-1.5669, 0.6365, -1.0739], [2.4954, -0.6624, 1.3622], [-0.4890, -2.6745, 0.3178], [-1.7154, -3.8284, 3.7912], [-2.6266, 0.4656, -1.1785], [-0.2784, -3.5228, 4.0024], [-1.0215, 1.8476, -1.4506], [0.6986, -4.3842, 3.7800], [0.1502, -1.7098, 2.0286], [-2.3822, -2.9256, 2.3352], [0.5165, -2.2047, 1.2268], [2.2559, -2.1890, -0.5619], [-0.8209, -4.4900, 1.4105], [1.7304, -4.1164, 3.9195], [-0.0600, -2.5147, 4.3273], [0.3405, 2.0933, -1.3206], [-2.1179, -4.0860, 0.2532], [2.2062, 1.3143, -0.6583], [0.6079, 3.9328, -3.1856], [-1.2719, -1.5827, -0.2333], [-1.8955, -4.8898, 3.6222], [2.4695, 3.5781, -1.6009], [-2.2764, -1.6545, -0.1879], [-0.5467, 4.9665, -0.9447]]}

***

- Number 3 is which compound?
  C9H13NOP